(1)
Molecular formula: C3H3NO2S
Method: DFT, ωB97M-V with the def2-TZVPD basis set

Last column: Löwdin charge in e.
Cartesian coordinates (Å):
S: 0.086 -2.023 0.256  0.43
O: -2.448 0.112 -0.685  0.18
O: -2.744 0.504 0.650  0.20
N: -0.478 1.079 0.293  0.19
C: 0.797 0.720 0.219  -0.03
C: 1.252 -0.652 -0.130  -0.62
C: -1.547 0.416 0.208  -0.52
H: 2.154 -0.895 0.215  0.01
H: 1.621 1.398 0.115  0.13
H: 1.306 -0.660 -1.141  0.04

Results
LUMO energy (alpha / beta)	-1.460 / -1.457	eV
gap between HOMO and LUMO (alpha / beta)	6.32 / 6.33	eV
DFT total energy	-19572.4029	eV
energy above the lowest of the compared OMol25 structures with the same formula, charge and spin	8.373	eV

(2)
Molecular formula: C3H3NO3
Method: DFT, ωB97M-V with the def2-TZVPD basis set

Last column: Löwdin charge in e.
Cartesian coordinates (Å):
O: 0.313 1.247 -0.514  -0.03
O: -1.633 0.432 1.043  0.04
O: 0.175 -1.848 -0.751  0.18
N: 1.335 0.781 0.202  0.10
C: 0.995 -0.383 0.648  -0.07
C: -1.376 -0.121 -0.035  -0.14
C: 0.033 -0.874 -0.112  -0.48
H: 1.660 -0.996 1.101  0.12
H: -1.975 -0.394 -1.073  0.18
H: 0.472 2.156 -0.509  0.11

Results
LUMO energy	-0.180	eV
SMILES string	O=CC(=O)/C=N\O
gap between HOMO and LUMO	9.39	eV
DFT total energy	-10787.1177	eV
energy above the lowest of the compared OMol25 structures with the same formula, charge and spin	5.583	eV

(3)
Molecular formula: C3H3NO3
Method: DFT, ωB97M-V with the def2-TZVPD basis set

Last column: Löwdin charge in e.
Cartesian coordinates (Å):
O: -1.845 -1.642 0.595  0.11
O: 0.668 -0.555 0.606  0.07
O: 2.832 -0.133 1.035  0.14
N: -0.129 1.231 -0.575  0.19
C: -1.683 -0.544 0.138  -0.17
C: -0.332 0.124 0.004  -0.40
C: 1.953 -0.183 0.238  -0.29
H: -0.989 1.615 -0.962  0.07
H: 2.044 0.002 -0.840  0.15
H: -2.518 0.085 -0.238  0.13

Results
LUMO energy	-0.651	eV
SMILES string	[H]/N=C(\C=O)OC=O
gap between HOMO and LUMO	10.09	eV
DFT total energy	-10791.0273	eV
energy above the lowest of the compared OMol25 structures with the same formula, charge and spin	1.673	eV

Number 1 is which compound?
C3H3NO2S